Computed, not measured: a 2-piece molecular cluster, C28H27NO3S overall at a distorted geometry, with ωB97M-V/def2-TZVPD.

XYZ file:
```
60
Properties=species:S:1:pos:R:3:nbo_charge:R:1
O -0.518 -5.145 0.496 -0.76
C -1.111 -4.596 1.449 0.76
O -1.308 -4.862 2.651 -0.73
C -1.679 -3.186 1.094 -0.16
C -2.915 -2.765 1.918 -0.43
C -2.364 -1.822 2.927 0.00
C -1.002 -1.587 2.666 0.18
C -0.230 -0.801 3.518 -0.22
C -0.865 -0.173 4.595 -0.21
C -2.232 -0.381 4.839 -0.19
C -2.985 -1.224 4.015 -0.19
N -0.602 -2.331 1.562 -0.28
C 0.620 -2.377 0.995 0.19
C 1.624 -1.427 1.216 -0.34
C 2.961 -1.786 1.292 -0.03
C 3.989 -0.975 1.896 -0.14
C 5.224 -1.551 2.301 -0.17
C 6.182 -0.788 2.957 -0.22
C 5.964 0.577 3.186 -0.19
C 4.763 1.165 2.778 -0.23
C 3.781 0.404 2.149 -0.11
H -1.821 -3.103 0.014 0.22
H -3.636 -2.273 1.249 0.22
H -3.415 -3.624 2.380 0.26
H 0.838 -0.702 3.343 0.23
H -0.287 0.478 5.245 0.22
H -2.712 0.119 5.682 0.22
H -4.046 -1.425 4.191 0.22
H 0.775 -3.235 0.329 0.25
H 1.308 -0.385 1.333 0.25
H 3.210 -2.839 1.126 0.20
H 5.376 -2.619 2.128 0.21
H 7.114 -1.255 3.286 0.22
H 6.724 1.183 3.677 0.22
H 4.585 2.230 2.931 0.22
H 2.833 0.862 1.864 0.21
C 2.532 -2.237 -3.719 -0.76
S 2.313 -2.146 -1.906 0.92
C 2.956 -3.810 -1.530 -0.75
C 3.589 -1.169 -1.348 -0.78
C 3.341 0.221 -1.124 0.46
C 4.523 1.144 -0.931 -0.05
C 5.852 0.782 -1.204 -0.20
C 6.899 1.665 -0.919 -0.22
C 6.632 2.931 -0.388 -0.20
C 5.303 3.319 -0.166 -0.22
C 4.262 2.444 -0.467 -0.20
O 2.177 0.665 -1.012 -0.68
H 1.829 -3.004 -4.063 0.23
H 2.262 -1.262 -4.138 0.25
H 3.563 -2.506 -3.975 0.23
H 2.170 -4.535 -1.781 0.26
H 3.853 -3.971 -2.140 0.23
H 3.186 -3.874 -0.464 0.24
H 4.588 -1.587 -1.428 0.22
H 6.051 -0.188 -1.657 0.21
H 7.926 1.360 -1.123 0.21
H 7.448 3.617 -0.158 0.22
H 5.072 4.307 0.236 0.21
H 3.225 2.752 -0.327 0.24
```

Properties
Gap between HOMO and LUMO = 6.259 eV
Energy above the lowest of the compared OMol25 structures with the same formula, charge and spin = 62.2 kJ/mol
E_HOMO = -0.279 hartree
Max |F| = 3.569 eV/Å
Calculated total energy = -47939.019 eV
2S+1 = 1

---

Computed, not measured: an isolated molecule of C3H4FNO at a distorted geometry, with ωB97M-V/def2-TZVPD.

XYZ file:
```
10
Properties=species:S:1:pos:R:3:nbo_charge:R:1
N 0.355 0.286 -1.509 -0.80
C -0.683 0.166 -0.606 0.03
C -0.596 -0.220 0.689 0.15
F -1.750 -0.268 1.452 -0.33
C 0.643 -0.395 1.398 0.35
O 0.844 -0.656 2.558 -0.51
H 0.097 0.577 -2.436 0.40
H 1.295 0.513 -1.214 0.40
H -1.729 0.279 -1.036 0.22
H 1.526 -0.282 0.704 0.08
```

Properties
Gap between HOMO and LUMO = 9.317 eV
Energy above the lowest of the compared OMol25 structures with the same formula, charge and spin = 90.5 kJ/mol
Structure (SMILES) = N/C=C(/F)C=O
E_HOMO = -0.330 hartree
Max |F| = 1.608 eV/Å
Calculated total energy = -9429.678 eV
2S+1 = 1

---

Computed, not measured: C37H36ClGe2N5O5Rh as an isolated structure at a distorted geometry, with ωB97M-V/def2-TZVPD.

XYZ file:
```
87
Properties=species:S:1:pos:R:3:mulliken_charge:R:1
Rh -0.587 -0.102 -0.282 -0.30
C 1.957 -0.778 5.482 -0.52
C 3.060 -1.115 4.695 -0.96
C 2.975 -1.135 3.323 0.09
C 1.752 -0.794 2.685 0.20
C 0.623 -0.503 3.511 0.07
C 0.733 -0.484 4.878 -0.94
N 1.459 -0.720 1.377 -0.07
N 2.379 -0.730 0.324 0.11
C 1.619 0.071 -1.873 -0.96
C 2.452 0.246 -2.951 -0.23
C 1.939 0.020 -4.229 -0.98
C 0.622 -0.365 -4.367 -0.89
C -0.176 -0.485 -3.236 -0.53
N 0.323 -0.260 -2.023 1.01
H 2.050 -0.760 6.559 0.43
H 3.994 -1.381 5.171 0.45
H 3.828 -1.467 2.758 0.53
H -0.320 -0.273 3.030 0.28
H -0.129 -0.238 5.483 0.48
H 3.479 0.547 -2.797 0.63
H 2.571 0.147 -5.097 0.48
H 0.185 -0.546 -5.339 0.54
H -1.227 -0.740 -3.295 0.40
O 2.949 4.001 1.708 -0.53
C 3.629 2.889 1.762 0.34
O 4.487 2.670 2.573 -0.55
C 3.266 1.752 0.807 0.32
C 4.218 0.652 0.748 0.60
Cl 5.864 0.961 0.695 -0.02
N 3.785 -0.579 0.583 0.60
N 2.024 0.312 -0.522 1.42
C 2.192 1.584 -0.003 0.09
C 0.968 2.496 -0.196 -0.03
O 1.087 3.707 -0.146 -0.83
O -0.127 1.866 -0.372 0.08
C 4.583 -1.775 0.400 0.60
C 4.298 -2.584 -0.690 -0.27
C 5.052 -3.729 -0.889 -0.90
C 6.072 -4.054 -0.006 -0.54
C 6.345 -3.234 1.080 -1.12
C 5.601 -2.084 1.291 -0.43
H 2.281 4.037 0.974 0.43
H 3.503 -2.323 -1.375 0.39
H 4.845 -4.367 -1.737 0.44
H 6.658 -4.949 -0.166 0.43
H 7.140 -3.486 1.767 0.42
H 5.827 -1.439 2.129 0.54
C -4.991 3.198 -1.817 -1.24
Ge -3.086 2.933 -1.467 0.75
C -2.045 2.998 -3.126 -1.12
C -2.428 4.213 -0.155 -0.96
Ge -2.930 0.596 -0.659 -0.05
C -3.147 0.223 1.243 0.47
C -2.887 -0.980 1.912 0.33
C -3.083 -1.085 3.283 -1.07
C -3.548 0.003 4.007 -0.53
C -3.819 1.203 3.361 -0.77
C -3.601 1.316 1.998 -0.42
C -3.698 -0.754 -1.838 0.59
C -4.236 -1.955 -1.370 -0.07
C -4.764 -2.886 -2.256 -0.71
C -4.769 -2.627 -3.620 -0.59
C -4.257 -1.428 -4.100 -0.62
C -3.731 -0.499 -3.213 -0.34
H -5.151 4.150 -2.323 0.44
H -5.564 3.204 -0.890 0.39
H -5.380 2.403 -2.455 0.38
H -1.664 4.008 -3.277 0.50
H -2.674 2.739 -3.978 0.44
H -1.192 2.319 -3.089 0.14
H -2.645 5.220 -0.516 0.44
H -1.355 4.120 -0.019 0.15
H -2.920 4.095 0.809 0.39
H -2.578 -1.858 1.361 0.37
H -2.891 -2.026 3.783 0.47
H -3.715 -0.087 5.072 0.48
H -4.198 2.049 3.919 0.47
H -3.811 2.261 1.514 0.20
H -4.267 -2.160 -0.306 0.38
H -5.191 -3.807 -1.880 0.46
H -5.194 -3.347 -4.306 0.42
H -4.293 -1.209 -5.159 0.45
H -3.366 0.449 -3.599 0.35
O -1.145 -2.150 -0.253 -0.39
H -0.590 -2.722 0.294 0.27
H -1.306 -2.598 -1.094 0.29
```

Properties
Charge = +2
Gap between HOMO and LUMO (alpha / beta) = 6.674 / 6.540 eV
E_HOMO (alpha / beta) = -0.497 / -0.500 hartree
Max |F| = 1.345 eV/Å
Calculated total energy = -185186.254 eV
2S+1 = 2

---

Computed, not measured: C9H21BClGdN2OP as an isolated structure at a distorted geometry, with ωB97M-V/def2-TZVPD.

XYZ file:
```
37
Properties=species:S:1:pos:R:3:mulliken_charge:R:1
Gd 0.815 -0.461 0.152 0.71
H 3.212 -1.652 -1.318 -0.06
H -1.525 -0.299 -0.587 0.25
P 0.503 1.683 -1.716 0.88
C 1.948 2.808 -1.951 -1.23
H 1.873 3.332 -2.930 0.44
H 1.929 3.551 -1.124 0.36
H 2.874 2.203 -1.924 0.38
C 0.408 0.892 -3.402 -1.25
H -0.654 0.863 -3.721 0.36
H 0.969 1.606 -4.036 0.43
H 0.877 -0.106 -3.432 0.35
C -0.780 2.937 -2.020 -1.31
H -0.862 3.599 -1.148 0.43
H -0.460 3.524 -2.899 0.42
H -1.737 2.439 -2.229 0.42
C -0.615 1.350 0.675 -0.49
O -1.861 1.175 0.498 -0.55
H -1.828 -1.909 -0.031 0.38
H -1.976 -1.430 -1.719 0.41
H 0.375 -1.735 -2.304 0.02
H 0.527 -2.724 -0.437 0.12
B -0.116 -2.106 -1.283 -0.17
N -1.424 -1.365 -0.829 -0.13
H 3.768 -1.261 -1.025 0.12
H -0.324 2.115 1.438 0.43
Cl -1.272 0.034 5.850 -0.13
C -0.789 -0.913 4.467 -0.04
C -0.853 -2.340 4.519 -0.12
C -0.477 -3.065 3.389 -0.91
C -0.094 -2.364 2.261 0.11
N -0.105 -1.028 2.181 -0.18
C -0.419 -0.268 3.281 -0.09
H -1.199 -2.846 5.439 0.44
H -0.521 -4.150 3.379 0.44
H 0.224 -2.909 1.396 0.33
H -0.412 0.819 3.140 0.46
```

Properties
Charge = +2
Gap between HOMO and LUMO (alpha / beta) = 6.196 / 6.547 eV
Energy above the lowest of the compared OMol25 structures with the same formula, charge and spin = 0.0 kJ/mol
E_HOMO (alpha / beta) = -0.527 / -0.535 hartree
Max |F| = 3.664 eV/Å
Calculated total energy = -58003.489 eV
2S+1 = 9

---

Computed, not measured: C43H48AsN3P2S3Tl as an isolated structure at a distorted geometry, with ωB97M-V/def2-TZVPD.

XYZ file:
```
101
Properties=species:S:1:pos:R:3:mulliken_charge:R:1
Tl -0.805 -1.181 0.168 2.03
S -3.150 1.809 -0.322 -0.44
P -1.334 1.796 -1.055 1.46
C -0.488 0.305 -1.521 -1.75
P -1.052 -0.441 -3.014 1.28
S -2.883 -1.078 -3.341 -0.44
C -0.510 0.603 -4.439 0.58
C -1.337 0.763 -5.544 -0.56
C -0.883 1.441 -6.670 -0.64
C 0.400 1.965 -6.693 -0.52
C 1.225 1.820 -5.585 -0.73
C 0.776 1.138 -4.465 -0.23
C 0.172 -1.780 -3.360 0.92
C -0.107 -2.654 -4.410 -0.99
C 0.851 -3.548 -4.864 -0.66
C 2.110 -3.570 -4.277 -0.81
C 2.388 -2.713 -3.223 -0.86
C 1.423 -1.824 -2.761 -0.30
C -1.312 3.051 -2.411 0.27
C -0.253 3.934 -2.612 -0.20
C -0.340 4.927 -3.580 -0.73
C -1.476 5.036 -4.367 -0.48
C -2.527 4.148 -4.185 -0.79
C -2.451 3.168 -3.206 -0.26
C -0.115 2.620 0.060 0.32
C -0.526 3.743 0.776 -0.77
C 0.402 4.536 1.437 -0.74
C 1.754 4.219 1.381 -0.67
C 2.168 3.083 0.699 -0.64
C 1.235 2.280 0.048 0.23
H -2.336 0.345 -5.508 0.36
H -1.536 1.564 -7.527 0.40
H 0.761 2.489 -7.571 0.37
H 2.222 2.247 -5.595 0.40
H 1.415 1.014 -3.598 0.27
H -1.091 -2.624 -4.866 0.41
H 0.624 -4.215 -5.688 0.41
H 2.873 -4.249 -4.638 0.37
H 3.371 -2.727 -2.765 0.47
H 1.643 -1.152 -1.942 0.49
H 0.641 3.851 -2.009 0.35
H 0.483 5.619 -3.714 0.40
H -1.541 5.812 -5.121 0.38
H -3.414 4.227 -4.804 0.39
H -3.278 2.491 -3.033 0.31
H -1.582 3.989 0.794 0.43
H 0.072 5.411 1.986 0.40
H 2.482 4.847 1.882 0.35
H 3.221 2.823 0.664 0.35
H 1.549 1.409 -0.514 -0.02
C -3.791 -2.746 2.434 -0.80
C -3.491 -3.316 1.093 0.39
N -2.762 -2.801 0.122 0.08
C -2.782 -3.719 -0.912 -0.17
C -3.537 -4.790 -0.566 -0.91
N -3.981 -4.521 0.711 -0.08
H -2.871 -2.565 2.989 -0.05
H -4.420 -3.429 3.005 0.45
H -4.304 -1.790 2.341 0.14
H -2.292 -3.513 -1.848 0.30
H -3.784 -5.698 -1.090 0.43
H -4.564 -5.113 1.273 0.18
S -3.728 0.838 3.556 -0.45
C -2.582 0.168 2.651 0.19
N -1.730 -0.360 2.042 -0.57
C 3.019 -0.337 3.458 -1.56
As 1.135 -0.325 2.862 0.71
C 0.473 -1.450 4.325 -1.26
C 0.687 1.482 3.545 -0.20
C 0.750 1.656 5.029 -0.26
C 1.927 2.067 5.655 -0.23
C 1.987 2.232 7.033 -0.73
C 0.863 1.998 7.812 -0.44
C -0.319 1.598 7.201 -0.71
C -0.374 1.424 5.826 0.23
H 3.104 -0.165 4.532 0.54
H 3.575 0.439 2.927 0.29
H 3.468 -1.302 3.218 0.36
H 0.628 -0.964 5.287 0.55
H 1.013 -2.398 4.308 0.49
H -0.590 -1.644 4.188 -0.02
H -0.308 1.710 3.167 0.40
H 1.394 2.148 3.058 -0.08
H 2.803 2.274 5.050 0.43
H 2.913 2.551 7.498 0.36
H 0.905 2.132 8.887 0.37
H -1.209 1.427 7.795 0.42
H -1.301 1.117 5.354 0.18
C 2.132 -4.690 1.063 -1.86
C 1.648 -3.237 1.046 2.18
C 2.734 -2.336 0.466 -0.67
C 0.324 -3.138 0.294 -1.27
H 3.059 -4.789 1.636 0.47
H 2.315 -5.036 0.042 0.35
H 1.379 -5.344 1.509 0.39
H 1.479 -2.930 2.085 -0.90
H 2.976 -2.649 -0.550 0.13
H 3.647 -2.387 1.066 0.40
H 2.396 -1.297 0.444 -0.13
H -0.397 -3.829 0.738 0.57
H 0.453 -3.422 -0.755 0.15
```

Properties
Charge = -1
Gap between HOMO and LUMO = 6.758 eV
Energy above the lowest of the compared OMol25 structures with the same formula, charge and spin = 92.3 kJ/mol
E_HOMO = -0.167 hartree
Max |F| = 1.156 eV/Å
Calculated total energy = -166459.270 eV
2S+1 = 1

---

Which value of calculated total energy does entry 3 give?
-185186.254 eV

---

max |F| of number 1 (C28H27NO3S)?
3.569 eV/Å

---

Copy entry 1 word for word.
Computed, not measured: a 2-piece molecular cluster, C28H27NO3S overall at a distorted geometry, with ωB97M-V/def2-TZVPD.

XYZ file:
```
60
Properties=species:S:1:pos:R:3:nbo_charge:R:1
O -0.518 -5.145 0.496 -0.76
C -1.111 -4.596 1.449 0.76
O -1.308 -4.862 2.651 -0.73
C -1.679 -3.186 1.094 -0.16
C -2.915 -2.765 1.918 -0.43
C -2.364 -1.822 2.927 0.00
C -1.002 -1.587 2.666 0.18
C -0.230 -0.801 3.518 -0.22
C -0.865 -0.173 4.595 -0.21
C -2.232 -0.381 4.839 -0.19
C -2.985 -1.224 4.015 -0.19
N -0.602 -2.331 1.562 -0.28
C 0.620 -2.377 0.995 0.19
C 1.624 -1.427 1.216 -0.34
C 2.961 -1.786 1.292 -0.03
C 3.989 -0.975 1.896 -0.14
C 5.224 -1.551 2.301 -0.17
C 6.182 -0.788 2.957 -0.22
C 5.964 0.577 3.186 -0.19
C 4.763 1.165 2.778 -0.23
C 3.781 0.404 2.149 -0.11
H -1.821 -3.103 0.014 0.22
H -3.636 -2.273 1.249 0.22
H -3.415 -3.624 2.380 0.26
H 0.838 -0.702 3.343 0.23
H -0.287 0.478 5.245 0.22
H -2.712 0.119 5.682 0.22
H -4.046 -1.425 4.191 0.22
H 0.775 -3.235 0.329 0.25
H 1.308 -0.385 1.333 0.25
H 3.210 -2.839 1.126 0.20
H 5.376 -2.619 2.128 0.21
H 7.114 -1.255 3.286 0.22
H 6.724 1.183 3.677 0.22
H 4.585 2.230 2.931 0.22
H 2.833 0.862 1.864 0.21
C 2.532 -2.237 -3.719 -0.76
S 2.313 -2.146 -1.906 0.92
C 2.956 -3.810 -1.530 -0.75
C 3.589 -1.169 -1.348 -0.78
C 3.341 0.221 -1.124 0.46
C 4.523 1.144 -0.931 -0.05
C 5.852 0.782 -1.204 -0.20
C 6.899 1.665 -0.919 -0.22
C 6.632 2.931 -0.388 -0.20
C 5.303 3.319 -0.166 -0.22
C 4.262 2.444 -0.467 -0.20
O 2.177 0.665 -1.012 -0.68
H 1.829 -3.004 -4.063 0.23
H 2.262 -1.262 -4.138 0.25
H 3.563 -2.506 -3.975 0.23
H 2.170 -4.535 -1.781 0.26
H 3.853 -3.971 -2.140 0.23
H 3.186 -3.874 -0.464 0.24
H 4.588 -1.587 -1.428 0.22
H 6.051 -0.188 -1.657 0.21
H 7.926 1.360 -1.123 0.21
H 7.448 3.617 -0.158 0.22
H 5.072 4.307 0.236 0.21
H 3.225 2.752 -0.327 0.24
```

Properties
Gap between HOMO and LUMO = 6.259 eV
Energy above the lowest of the compared OMol25 structures with the same formula, charge and spin = 62.2 kJ/mol
E_HOMO = -0.279 hartree
Max |F| = 3.569 eV/Å
Calculated total energy = -47939.019 eV
2S+1 = 1